DFT (ωB97M-V/def2-TZVPD) results for a molecular structure, C32H35BrF4O3P2SrTe.

Cartesian coordinates (Å):
Sr: 1.30 0.28 1.29
C: 0.38 -0.81 3.54
C: 1.40 -1.62 3.02
C: 0.85 -2.40 1.97
C: -0.53 -2.06 1.86
C: -0.81 -1.08 2.83
C: -2.14 -0.44 3.14
C: -1.51 -2.76 0.97
C: 1.55 -3.47 1.18
C: 2.79 -1.76 3.58
C: 0.50 0.10 4.74
H: -2.34 -0.48 4.22
H: -2.96 -0.96 2.64
H: -2.20 0.61 2.84
H: -1.43 -2.49 -0.09
H: -2.54 -2.55 1.27
H: -1.38 -3.84 1.02
H: 1.56 -4.43 1.70
H: 2.59 -3.21 0.97
H: 1.06 -3.64 0.22
H: 2.83 -2.47 4.41
H: 3.18 -0.81 3.97
H: 3.50 -2.11 2.83
H: 1.54 0.34 4.95
H: 0.10 -0.37 5.64
H: -0.03 1.04 4.61
F: -2.49 4.87 -4.58
C: -2.41 3.81 -3.80
C: -3.55 3.08 -3.51
F: -4.72 3.45 -4.02
C: -3.46 1.97 -2.70
F: -4.60 1.29 -2.50
C: -2.26 1.55 -2.13
P: -2.08 0.05 -1.06
C: -3.65 0.04 -0.14
C: -4.44 -1.10 0.01
C: -5.56 -1.07 0.83
C: -5.89 0.08 1.52
C: -5.10 1.22 1.39
C: -3.98 1.19 0.57
C: -2.22 -1.20 -2.39
C: -3.41 -1.56 -3.04
C: -3.38 -2.48 -4.08
C: -2.18 -3.03 -4.50
C: -1.00 -2.67 -3.87
C: -1.02 -1.77 -2.82
C: -1.12 2.29 -2.46
Br: 0.59 1.79 -1.84
C: -1.20 3.40 -3.28
F: -0.11 4.11 -3.59
H: -4.19 -2.01 -0.51
H: -6.17 -1.96 0.94
H: -6.76 0.10 2.16
H: -5.35 2.12 1.93
H: -3.37 2.08 0.49
H: -4.35 -1.12 -2.74
H: -4.31 -2.76 -4.57
H: -2.17 -3.75 -5.31
H: -0.06 -3.11 -4.19
H: -0.10 -1.50 -2.32
C: 5.48 -1.40 0.22
C: 5.83 0.05 -0.02
O: 5.11 0.89 0.93
P: 3.87 1.75 0.40
O: 2.92 0.86 -0.36
Te: 2.89 2.76 2.32
O: 4.47 2.78 -0.65
C: 5.42 3.79 -0.23
C: 5.67 4.71 -1.40
H: 6.07 -2.04 -0.43
H: 4.42 -1.57 0.01
H: 5.68 -1.67 1.26
H: 5.59 0.36 -1.04
H: 6.89 0.24 0.16
H: 6.33 3.29 0.09
H: 4.99 4.33 0.62
H: 6.17 4.18 -2.21
H: 6.29 5.55 -1.09
H: 4.72 5.10 -1.78

The value obtained for the HOMO energy is -7.0 eV. The calculation puts the largest force on an atom at 0.0349 Eh/bohr. The calculation puts the energy above the lowest of the compared OMol25 structures with the same formula, charge and spin at 78.5 kJ/mol. The lowest unoccupied orbital energy is 0.2 eV. The total energy is -5421.17195 a.u. As for the gap between HOMO and LUMO: 7.2218 eV.